Entry 1:
Formula: C4H4O3
Source: the OMol25 dataset
Level of theory: wB97M-V/def2-TZVPD

Each line ends with the natural charge from an NBO analysis.
Atoms and positions in Å:
C: 1.238 0.639 -1.007  -0.73
C: -0.220 0.508 -0.631  0.51
O: -1.145 0.858 -1.326  -0.49
C: -0.503 0.031 0.803  0.39
O: -0.170 0.763 1.706  -0.46
C: -1.186 -1.299 1.149  0.35
O: -0.566 -2.126 1.769  -0.46
H: 1.532 1.693 -0.934  0.26
H: 1.376 0.326 -2.046  0.25
H: 1.886 0.054 -0.348  0.23
H: -2.244 -1.447 0.866  0.14

Output
DFT total energy = -380.49011 a.u.
Multiplicity = 1
LUMO = -0.52 eV
Kohn-Sham gap = 9.2 eV
SMILES = CC(=O)C(=O)C=O
Total charge = 0
HOMO level = -9.72 eV

Entry 2:
Formula: C7H17F3HgN2O8S
Source: the OMol25 dataset
Level of theory: wB97M-V/def2-TZVPD

Each line ends with the natural charge from an NBO analysis.
Atoms and positions in Å:
Hg: 1.130 -1.172 1.211  1.63
O: 1.048 -0.273 3.228  -1.25
H: 0.419 0.447 3.110  0.41
O: -1.033 -2.067 2.179  -1.29
H: -1.837 -1.827 1.693  0.37
O: 3.073 -2.195 1.318  -1.27
H: 3.342 -2.672 0.525  0.41
C: 3.181 3.505 0.678  0.67
F: 3.326 4.494 1.561  -0.34
F: 1.921 3.593 0.193  -0.36
F: 3.972 3.768 -0.377  -0.35
S: 3.512 1.791 1.414  2.36
O: 2.457 0.967 0.841  -1.00
O: 4.831 1.486 0.891  -1.00
O: 3.450 2.044 2.828  -0.97
C: -1.767 0.862 0.457  0.55
O: -0.637 0.452 0.489  -0.59
N: -2.109 2.180 0.424  -0.45
C: -3.480 2.539 0.152  -0.40
C: -1.150 3.242 0.588  -0.44
H: -2.633 0.177 0.469  0.10
H: -3.923 3.325 0.776  0.19
H: -4.139 1.715 -0.091  0.21
H: -3.423 3.158 -0.773  0.17
H: -1.330 3.715 1.557  0.19
H: -0.167 2.773 0.661  0.29
H: -1.113 3.940 -0.250  0.18
C: 0.822 -2.851 -1.805  0.55
O: 1.076 -1.963 -1.040  -0.61
N: -0.423 -3.288 -2.088  -0.44
C: -0.633 -4.377 -3.022  -0.41
C: -1.608 -2.657 -1.525  -0.43
H: 1.617 -3.263 -2.456  0.10
H: -1.568 -4.866 -2.742  0.20
H: 0.120 -5.158 -2.913  0.20
H: -0.682 -4.021 -4.055  0.18
H: -2.212 -2.277 -2.353  0.17
H: -2.155 -3.373 -0.909  0.21
H: -1.274 -1.873 -0.843  0.28

Output
DFT total energy = -1839.44625 a.u.
Multiplicity = 1
LUMO = 4.29 eV
Kohn-Sham gap = 4.5 eV
Total charge = -2
HOMO level = -0.21 eV

Entry 3:
Formula: C8H7EuN2O5S
Source: the OMol25 dataset
Level of theory: wB97M-V/def2-TZVPD

Each line ends with the natural charge from an NBO analysis.
Atoms and positions in Å:
O: 2.815 -1.968 -1.417  -0.42
C: 1.765 -1.544 -1.235  0.37
Eu: -0.823 -1.114 -0.877  1.11
C: -2.324 -0.942 1.316  0.47
O: -3.131 -0.780 2.136  -0.45
C: 1.377 1.420 0.781  0.22
O: 0.514 2.298 0.930  -0.54
C: 0.128 0.669 -2.930  0.48
O: 0.214 1.425 -3.802  -0.42
C: 0.950 0.011 1.147  0.21
O: 1.303 -0.669 2.072  -0.44
H: 2.479 1.575 0.582  0.18
S: -2.007 1.317 -0.829  -0.33
C: -3.106 1.997 0.295  0.37
N: -4.431 2.160 0.070  -0.57
C: -5.153 2.624 1.269  -0.23
C: -4.012 2.888 2.262  -0.23
N: -2.828 2.481 1.524  -0.57
H: -4.894 1.826 -0.780  0.44
H: -5.823 1.818 1.632  0.22
H: -5.757 3.528 1.057  0.23
H: -4.116 2.255 3.152  0.22
H: -3.979 3.944 2.558  0.23
H: -1.872 2.549 1.867  0.46

Output
DFT total energy = -1902.85265 a.u.
Multiplicity = 8
LUMO (spin up / spin down) = -3.92 / -3.96 eV
Kohn-Sham gap (spin up / spin down) = 4.5 / 6.8 eV
Total charge = +1
HOMO level (spin up / spin down) = -8.46 / -10.76 eV

Entry 4:
Formula: C5H12NOS
Source: the OMol25 dataset
Level of theory: wB97M-V/def2-TZVPD

Each line ends with the natural charge from an NBO analysis.
Atoms and positions in Å:
C: -0.879 0.650 0.067  -0.67
C: -1.755 -1.340 -1.021  -0.66
C: -3.312 0.375 -0.181  -0.49
C: 2.821 1.505 0.514  -0.83
C: -2.025 -0.103 -0.379  0.06
N: 1.876 -1.187 0.551  -0.71
O: 2.805 -1.914 1.358  -0.66
S: 2.688 -0.162 -0.390  0.25
H: -0.192 0.874 -0.734  0.23
H: -1.067 1.467 0.694  0.20
H: -0.451 -0.123 0.728  0.27
H: -2.267 -2.265 -0.708  0.23
H: -0.707 -1.501 -1.227  0.25
H: -2.253 -1.285 -2.118  0.20
H: -3.648 1.359 0.203  0.19
H: -4.092 -0.195 -0.681  0.17
H: 3.582 -1.496 1.215  0.41
H: 3.380 1.120 1.416  0.20
H: 1.963 2.104 0.787  0.19
H: 3.533 2.119 -0.095  0.18

Output
DFT total energy = -725.75103 a.u.
Multiplicity = 1
LUMO = 3.65 eV
Kohn-Sham gap = 5.7 eV
Total charge = -1
HOMO level = -2.02 eV

Entry 5:
Formula: C30H78O27S8
Source: the OMol25 dataset
Level of theory: wB97M-V/def2-TZVPD

Each line ends with the Mulliken charge.
Atoms and positions in Å:
O: -3.611 -1.200 2.928  -0.35
S: -3.856 -0.889 4.301  1.10
O: -3.941 0.502 4.633  -0.66
O: -5.296 -1.657 4.820  -0.46
C: -6.086 -2.528 3.945  -0.25
C: -5.477 -3.832 3.442  -0.57
C: -2.723 -1.756 5.495  -0.64
H: -6.461 -1.949 3.101  0.23
H: -6.914 -2.755 4.615  0.36
H: -6.032 -4.713 3.768  0.38
H: -4.500 -3.973 3.904  0.23
H: -5.275 -3.694 2.380  -0.09
H: -3.205 -1.813 6.471  0.45
H: -1.812 -1.171 5.626  -0.05
H: -2.613 -2.766 5.101  0.31
O: -6.536 1.666 -2.234  -0.54
S: -6.131 3.053 -2.041  1.10
O: -7.140 4.102 -2.349  -0.64
O: -5.449 3.282 -0.538  -0.22
C: -5.149 4.614 -0.089  -0.16
C: -6.049 5.166 0.990  -1.32
C: -4.603 3.410 -3.119  -0.85
H: -5.227 5.427 -0.811  0.37
H: -4.119 4.671 0.263  0.29
H: -7.018 5.406 0.552  0.32
H: -5.633 6.102 1.364  0.40
H: -6.045 4.446 1.808  0.32
H: -3.948 4.219 -2.794  0.27
H: -5.040 3.626 -4.094  0.42
H: -4.138 2.425 -3.139  0.25
O: 3.772 -0.741 1.757  -0.49
S: 5.125 -0.268 1.357  0.90
O: 5.998 0.093 2.424  -0.69
O: 5.853 -1.254 0.262  -0.21
C: 7.316 -1.289 0.236  -0.54
C: 8.058 -0.143 -0.527  -0.57
C: 4.927 1.187 0.271  -0.56
H: 7.431 -2.164 -0.403  0.42
H: 7.834 -1.375 1.191  0.35
H: 7.903 -0.232 -1.602  -0.09
H: 9.147 -0.115 -0.487  0.44
H: 7.788 0.846 -0.158  0.26
H: 4.306 0.852 -0.560  -0.02
H: 5.907 1.560 -0.027  0.33
H: 4.374 1.859 0.927  0.32
O: 0.599 -0.354 5.084  -0.44
S: 0.803 0.186 6.434  1.10
O: 0.554 -0.529 7.649  -0.64
O: 2.300 0.931 6.483  -0.30
C: 3.387 0.028 6.248  -0.92
C: 3.817 -0.138 4.829  -0.41
C: -0.161 1.712 6.565  -0.73
H: 3.100 -0.978 6.556  0.39
H: 4.118 0.270 7.020  0.46
H: 3.127 -0.749 4.248  0.14
H: 4.757 -0.688 4.800  0.39
H: 3.935 0.828 4.336  0.16
H: -0.155 2.063 7.597  0.34
H: -1.151 1.460 6.184  0.23
H: 0.368 2.266 5.789  0.25
O: -1.226 2.419 -5.073  -0.66
S: -0.010 2.205 -4.242  1.18
O: 1.313 2.378 -4.782  -0.61
O: 0.022 3.148 -2.906  -0.15
C: -0.032 4.564 -3.036  -0.25
C: 0.690 5.140 -1.820  -1.10
C: -0.205 0.556 -3.308  -0.64
H: -1.053 4.940 -2.967  0.11
H: 0.322 4.961 -3.987  0.45
H: 1.712 4.764 -1.791  0.26
H: 0.236 4.970 -0.844  0.19
H: 0.798 6.222 -1.892  0.46
H: 0.245 0.599 -2.316  -0.29
H: 0.269 -0.229 -3.897  0.48
H: -1.273 0.355 -3.223  0.43
O: 0.874 -2.991 0.334  -0.70
S: -0.272 -2.966 -0.528  1.40
O: -0.703 -1.803 -1.330  -0.18
O: -0.182 -4.363 -1.510  -0.41
C: -0.648 -4.202 -2.820  -0.08
C: -2.212 -4.413 -2.863  -1.05
C: -1.672 -3.680 0.499  -0.88
H: -0.311 -5.036 -3.436  0.43
H: -0.364 -3.234 -3.233  0.01
H: -2.347 -5.170 -2.090  0.24
H: -2.485 -4.851 -3.823  0.50
H: -2.829 -3.543 -2.638  0.16
H: -2.413 -4.331 0.035  0.21
H: -2.164 -2.872 1.041  0.07
H: -1.187 -4.512 1.010  0.42
O: 1.718 2.349 0.179  -0.53
S: 1.133 1.917 1.453  1.13
O: 1.767 2.129 2.789  -0.55
O: -0.487 2.508 1.532  -0.54
C: -1.326 2.138 0.425  0.14
C: -2.428 1.012 0.650  -0.50
C: 0.691 0.149 1.282  -0.05
H: -0.756 1.959 -0.487  -0.10
H: -1.820 3.087 0.216  0.26
H: -3.485 1.145 0.879  0.46
H: -2.144 0.292 1.418  -0.10
H: -2.439 0.367 -0.229  0.27
H: 1.603 -0.447 1.300  0.37
H: 0.271 0.175 0.277  -0.29
H: -0.159 -0.113 1.912  0.18
O: -5.167 -3.874 -0.369  -0.61
S: -5.878 -2.806 -1.027  1.13
O: -5.664 -2.541 -2.447  -0.66
O: -7.486 -2.869 -0.745  -0.30
C: -8.107 -4.142 -0.554  -0.38
C: -8.073 -4.348 0.953  -0.84
C: -5.423 -1.307 -0.120  -0.23
H: -7.620 -4.984 -1.046  0.28
H: -9.117 -4.051 -0.952  0.33
H: -8.522 -5.273 1.317  0.48
H: -8.585 -3.600 1.558  0.30
H: -7.114 -4.500 1.449  0.11
H: -4.381 -1.216 0.187  -0.17
H: -6.123 -1.408 0.709  0.25
H: -5.634 -0.437 -0.742  0.27
C: 10.540 2.438 -4.085  -0.81
O: 9.727 1.284 -4.372  -0.33
C: 8.365 1.595 -4.569  -0.27
C: 7.808 0.199 -5.138  -0.64
O: 6.366 -0.022 -4.863  -0.41
C: 5.950 -0.318 -3.610  -0.17
C: 4.442 -0.570 -3.531  -0.48
O: 4.125 -1.173 -2.275  -0.27
C: 2.746 -1.617 -2.181  -0.54
H: 10.135 3.125 -3.342  0.33
H: 10.613 3.135 -4.920  0.32
H: 11.472 2.044 -3.680  0.27
H: 8.314 2.347 -5.356  0.41
H: 7.913 1.895 -3.624  0.29
H: 8.457 -0.634 -4.866  0.35
H: 7.801 0.332 -6.220  0.28
H: 6.241 0.394 -2.838  -0.03
H: 6.421 -1.240 -3.269  0.31
H: 4.104 -1.210 -4.345  0.48
H: 3.907 0.378 -3.571  0.26
H: 2.547 -1.680 -1.112  0.20
H: 2.708 -2.608 -2.633  0.36
H: 2.051 -0.971 -2.717  0.11

Output
DFT total energy = -6406.45097 a.u.
Multiplicity = 1
LUMO = 0.34 eV
Kohn-Sham gap = 10.1 eV
SMILES = CCOS(C)(=O)=O.CCOS(C)(=O)=O.CCOS(C)(=O)=O.CCOS(C)(=O)=O.CCOS(C)(=O)=O.CCOS(C)(=O)=O.CCOS(C)(=O)=O.CCOS(C)(=O)=O.COCCOCCOC
Total charge = 0
HOMO level = -9.72 eV

Entry 6:
Formula: C3H8NO
Source: the OMol25 dataset
Level of theory: wB97M-V/def2-TZVPD

Each line ends with the natural charge from an NBO analysis.
Atoms and positions in Å:
C: 1.855 0.131 -0.187  0.46
C: -1.293 0.879 0.001  -0.43
C: 0.444 -0.966 -0.388  -0.33
N: -0.528 -0.290 0.503  -0.51
O: 1.742 1.048 0.571  -0.48
H: 2.793 -0.183 -0.667  0.18
H: -2.196 1.166 0.532  0.26
H: -0.667 1.767 -0.106  0.25
H: -1.506 0.533 -1.048  0.22
H: 0.091 -1.097 -1.368  0.24
H: 0.630 -1.961 0.012  0.25
H: -0.097 -0.074 1.430  0.45
H: -1.269 -0.953 0.715  0.44

Output
DFT total energy = -248.79551 a.u.
Multiplicity = 1
LUMO = -3.74 eV
Kohn-Sham gap = 11.4 eV
SMILES = C[NH2+]CC=O
Total charge = +1
HOMO level = -15.14 eV